#a
The molecule C4H8O2, computed with the ωB97M-V functional and the def2-TZVPD basis.

Computed properties:
SMILES   CC1OCCO1
HOMO level   -9.01 eV
LUMO energy   0.0402 Ha

Last column: Löwdin charge in e.
Positions of all 14 atoms, in Å:
H -1.850 1.064 0.115  0.102
H 1.320 1.414 -1.198  0.126
C 0.824 0.915 -0.377  -0.203
H -0.223 -1.786 -0.888  0.177
C -1.828 -0.061 0.298  0.015
H 2.236 0.086 1.113  0.126
O -0.188 0.213 -1.016  -0.177
H -2.710 -0.421 -0.217  0.059
C -0.484 -0.912 -0.201  -0.284
H 2.162 -0.771 -0.464  0.127
C 1.586 -0.215 0.293  -0.161
O 0.516 -1.006 0.806  -0.091
H -1.827 -0.173 1.366  0.055
H 0.467 1.652 0.369  0.129

#b
The molecule C4H8O2, computed with the ωB97M-V functional and the def2-TZVPD basis.

Computed properties:
HOMO level   -8.65 eV
LUMO energy   0.0263 Ha

Last column: Löwdin charge in e.
Positions of all 14 atoms, in Å:
H -0.476 2.223 0.035  0.122
O -1.061 0.409 0.677  -0.094
C 0.596 -2.137 -0.509  0.038
O -0.146 -1.714 0.452  -0.147
H 1.951 1.657 -0.229  0.080
H 0.078 -1.820 -1.462  0.007
H -2.103 -1.282 0.821  0.142
C 1.300 1.018 0.377  -0.068
H -1.516 -0.894 -0.859  0.128
H 1.676 -0.023 0.307  0.060
H 1.382 1.311 1.427  0.082
H -0.238 0.937 -1.158  0.119
C -0.140 1.187 -0.092  -0.236
C -1.299 -0.855 0.223  -0.234

The relative energies come out as #a 0.0; #b 22.7, with values in kcal/mol.

#a
The molecule C5H10O2, computed with the ωB97M-V functional and the def2-TZVPD basis.

Computed properties:
SMILES   C=C(O)OCCC
HOMO level   -8.58 eV
LUMO energy   0.0297 Ha

Last column: Löwdin charge in e.
Positions of all 17 atoms, in Å:
H -0.181 -2.354 -0.306  0.093
H -0.922 1.676 2.667  0.116
H -1.198 -0.980 -0.200  0.102
C -0.758 2.027 0.279  0.069
H 1.255 -1.062 -2.054  0.075
H -0.022 0.151 -2.055  0.060
H -0.360 -1.526 -2.555  0.071
H 0.726 -1.165 1.632  0.109
C 0.193 -0.901 -1.847  -0.118
H -0.913 1.905 -0.788  0.054
H 1.998 -1.224 0.361  0.121
C -0.141 1.094 1.020  -0.466
C -0.163 -1.265 -0.413  -0.203
O -0.427 0.902 2.355  0.061
O 1.076 0.600 0.559  -0.041
C 1.031 -0.802 0.646  -0.161
H -1.195 2.923 0.699  0.056

#b
The molecule C5H10O2, computed with the ωB97M-V functional and the def2-TZVPD basis.

Computed properties:
SMILES   C[C@@H](O)[C@H]1CCO1
HOMO level   -9.89 eV
LUMO energy   0.0355 Ha

Last column: Löwdin charge in e.
Positions of all 17 atoms, in Å:
H 0.879 -1.597 -0.833  0.149
C 0.574 0.312 0.066  -0.288
H -0.112 0.797 -1.989  0.113
C -0.651 1.964 -0.164  -0.170
H -0.136 -2.891 1.130  0.082
C 0.272 -1.880 1.218  -0.040
O -0.388 1.016 0.881  -0.090
H -1.705 1.942 -0.471  0.116
H -1.548 -0.423 -0.676  0.076
H -0.394 2.987 0.135  0.115
C 0.337 1.270 -1.113  -0.077
H -0.286 -1.340 1.989  0.085
H 1.199 1.865 -1.419  0.109
O -1.116 -1.283 -0.679  -0.021
H 1.321 -1.954 1.531  0.083
H 1.579 0.362 0.509  0.153
C 0.178 -1.147 -0.115  -0.396

#c
A structure of composition C5H10O2, computed with the ωB97M-V functional and the def2-TZVPD basis.

Computed properties:
HOMO level   -9.09 eV
LUMO energy   -0.0063 Ha

Last column: Löwdin charge in e.
Positions of all 17 atoms, in Å:
H 0.400 1.319 -0.422  0.125
H 1.137 1.336 -0.025  0.131
H 0.291 -1.805 -0.949  0.108
H -1.717 0.852 -1.709  0.126
C -1.784 0.268 -0.786  -0.137
C 0.356 -1.154 -0.078  -0.072
H -2.400 -0.627 -0.965  0.131
C 2.150 -0.440 -0.224  -0.311
C -0.527 -0.087 -0.022  -0.267
H 0.537 -1.660 0.867  0.108
H -0.605 1.479 1.561  0.125
H 2.601 -1.392 0.078  0.103
O 2.301 0.567 0.533  -0.160
O -2.268 1.027 0.331  -0.101
H -1.455 -0.043 1.972  0.131
H 2.140 -0.266 -1.317  0.104
C -1.158 0.626 1.154  -0.144

The relative energies come out as #a 24.5; #b 0.0; #c 105.3, with values in kcal/mol.

#a
A cluster of 5 separate species, C3H15O4S in total, computed with the ωB97M-V functional and the def2-TZVPD basis.

Computed properties:
HOMO level   -3.69 eV
LUMO energy   0.1306 Ha
Charge   -1

Last column: Löwdin charge in e.
Positions of all 23 atoms, in Å:
H -0.270 1.835 1.183  0.039
H -0.471 0.960 2.472  0.001
H -3.694 -0.336 0.332  0.077
H -4.669 -0.123 -1.081  0.071
H 1.557 -0.395 -0.016  -0.010
O 2.451 -0.843 -0.154  -0.116
H 2.810 -0.700 2.709  -0.014
H -2.776 2.043 -0.202  0.082
S 0.080 1.163 -1.148  0.288
O 3.271 -1.468 2.571  -0.015
H -1.617 -0.363 -1.786  0.032
H -4.699 1.194 0.023  0.052
H 2.725 -0.718 -1.018  0.003
O 1.446 -3.038 -0.893  -0.074
C -1.538 0.307 -0.939  -0.750
O 0.029 1.790 2.277  -0.233
C -2.785 1.188 -0.874  -0.379
H 1.902 -2.492 -0.278  -0.046
H 3.470 -1.830 1.743  -0.011
H -2.708 1.620 -1.954  0.123
H 0.802 -2.349 -0.989  0.004
C -4.001 0.466 -0.387  -0.163
H -1.284 -0.235 0.027  0.038

#b
A cluster of 5 separate species, C3H15O4S in total, computed with the ωB97M-V functional and the def2-TZVPD basis.

Computed properties:
HOMO level   -3.83 eV
LUMO energy   0.1302 Ha
Charge   -1

Last column: Löwdin charge in e.
Positions of all 23 atoms, in Å:
H -1.388 0.425 -2.008  0.048
H 1.992 1.306 0.164  0.029
C 0.993 1.452 -0.241  -0.679
C 0.694 0.507 -1.408  -0.341
O 0.882 -2.932 0.409  -0.095
O 1.971 -0.755 1.992  -0.121
C -0.462 0.908 -2.312  -0.124
H -1.438 -1.037 1.704  -0.007
H -2.404 0.328 0.377  -0.051
H 0.902 2.451 -0.683  0.024
S -0.215 1.573 1.171  0.315
H -2.363 1.652 -0.154  -0.047
H -0.202 0.733 -3.350  0.056
H -0.693 1.973 -2.199  0.066
H 2.219 0.094 2.380  0.027
H 1.183 -0.459 1.504  -0.070
H 0.466 -0.477 -0.966  0.076
H 1.631 0.204 -1.896  0.096
H 1.235 -2.039 0.542  -0.017
H -0.754 -2.044 2.601  0.059
O -2.917 0.862 -0.244  -0.151
O -1.340 -1.994 1.828  -0.079
H 0.007 -2.731 0.788  -0.014

The relative energies come out as #a 35.9; #b 0.0, with values in kcal/mol.

#a
The molecule C7H11NO, computed with the ωB97M-V functional and the def2-TZVPD basis.

Computed properties:
SMILES   [H]/N=C(C(=C)C)/C(C)=C\O
HOMO level   -8.77 eV
LUMO energy   0.0263 Ha

Last column: Löwdin charge in e.
Positions of all 20 atoms, in Å:
H -3.140 0.788 -0.559  0.078
H 2.507 1.006 -1.313  0.082
O -0.210 1.336 2.096  0.015
H -2.073 0.021 -1.739  0.080
H 2.091 -1.749 1.172  0.069
C 2.257 -0.916 0.494  0.059
C 1.446 0.840 -1.096  -0.045
H -1.969 1.863 1.276  0.127
C -1.225 0.161 0.224  -0.256
H 1.047 1.768 -0.676  0.086
C -0.135 -0.841 0.042  -0.325
N -0.415 -2.104 0.016  0.169
H 3.283 -0.581 0.374  0.067
C -2.399 -0.007 -0.694  -0.062
H 0.945 0.644 -2.050  0.090
C -1.181 1.127 1.155  -0.140
H 0.430 -2.656 -0.162  0.054
H 0.394 0.573 2.109  0.096
C 1.250 -0.311 -0.158  -0.323
H -2.902 -0.962 -0.512  0.079

#b
The molecule C7H11NO, computed with the ωB97M-V functional and the def2-TZVPD basis.

Computed properties:
HOMO level (spin up / spin down)   -7.86 / -6.54 eV
LUMO energy (spin up / spin down)   0.0033 / -0.0317 Ha

Last column: Löwdin charge in e.
Positions of all 20 atoms, in Å:
C -3.141 1.426 0.073  0.023
C 3.404 -0.682 0.151  0.056
H -2.587 2.405 0.023  0.090
C -1.380 -1.842 -0.465  -0.019
H 3.658 -0.900 1.134  0.030
C -2.741 0.193 0.093  -0.159
C 2.050 1.751 0.155  0.033
H -0.457 -1.914 -0.976  0.047
N 0.889 -0.370 0.052  0.054
C -1.452 -0.357 -0.146  -0.306
H 1.232 2.524 0.245  0.074
H 3.003 2.109 0.069  0.000
O -0.345 0.311 0.008  0.011
H 4.066 -0.044 -0.271  0.012
H -3.466 -0.561 0.211  0.096
H -1.276 -2.354 0.484  0.087
H -4.185 1.629 0.274  0.054
C 1.956 0.386 0.173  -0.328
H 3.121 -1.586 -0.248  0.024
H -2.348 -2.124 -1.037  0.121

#c
A structure of composition C7H11NO, computed with the ωB97M-V functional and the def2-TZVPD basis.

Computed properties:
HOMO level   -8.24 eV
LUMO energy   0.0091 Ha

Last column: Löwdin charge in e.
Positions of all 20 atoms, in Å:
C -0.332 -0.379 0.963  -0.488
H -2.224 -1.003 1.149  0.151
H -1.067 -0.820 3.245  0.211
H -1.593 1.074 2.012  0.173
O 0.954 -0.362 1.515  -0.014
H 3.948 0.347 1.317  0.082
C 3.373 -0.119 0.421  0.023
C 2.007 -0.293 0.496  -0.334
H 1.322 1.281 -0.741  0.203
H -1.081 -1.013 -2.379  0.173
H -2.899 0.748 0.028  0.131
H -3.053 0.710 -2.207  0.200
H 1.651 -0.487 -1.797  0.151
C -0.127 -0.475 -0.269  -0.234
C 1.367 -0.035 -0.762  -0.111
C -1.183 -0.008 -1.414  -0.314
H -0.847 1.235 -1.891  0.154
C -1.432 -0.284 1.906  -0.069
N -2.693 0.031 -0.999  -0.174
H 3.910 -0.147 -0.594  0.086

The relative energies come out as #a 0.0; #b 116.0; #c 257.1, with values in kcal/mol.